C30H42Br27NO5S | the ωB97M-V functional and the def2-TZVPD basis

XYZ file:
```
106
C30H42Br27NO5S (the ωB97M-V functional and the def2-TZVPD basis)
C 2.44437 0.99915 2.58702
C 3.17716 -0.10936 1.80092
C 2.98285 0.14234 0.29215
C 3.79342 1.38176 -0.20064
C 3.01150 2.29425 -1.16127
C 1.75684 2.91778 -0.46047
C 2.17080 4.29043 0.12176
C 1.32493 4.71371 1.34971
C -0.10074 5.14651 0.91405
C -1.22414 4.53755 1.76802
C -1.10199 2.99130 1.82575
C -2.46255 2.26246 1.72090
C -2.45465 1.18509 0.60910
C -2.66880 1.99915 -0.64432
C -3.88255 2.61877 -0.83396
C -4.03281 3.37570 -1.93601
N -3.14433 3.59742 -2.85138
C -2.03058 2.98254 -2.65959
C -1.71548 2.17360 -1.60327
O -1.19032 0.50148 0.74327
C -1.39362 -0.27981 1.84680
O -0.62286 -0.67784 2.57152
O -2.76684 -0.49774 2.03208
C -3.37299 -0.04211 0.83117
C -3.24956 -1.26222 -0.09868
S -4.05929 -1.07870 -1.70116
O -4.50599 -2.38564 -2.06748
O -5.16694 -0.19058 -1.63752
H 2.54738 0.86634 3.66547
H 2.81018 1.99556 2.32181
H 1.39025 0.96070 2.29013
H 2.70164 -1.06210 2.06483
H 4.23410 -0.18598 2.07628
H 1.91029 0.25383 0.09545
H 3.30923 -0.71943 -0.30327
H 4.69829 0.98370 -0.67235
H 4.14489 2.00127 0.63314
H 2.74774 1.80102 -2.10335
H 3.65073 3.14500 -1.42448
H 0.97858 2.99676 -1.22576
H 1.40612 2.24477 0.32338
H 3.21022 4.18507 0.46240
H 2.16567 5.06337 -0.65391
H 1.83374 5.58714 1.77744
H 1.34365 3.92160 2.10229
H -0.26122 4.82579 -0.12449
H -0.13100 6.23714 0.91251
H -2.17404 4.86717 1.32574
H -1.21698 4.97103 2.77560
H -0.67024 2.75254 2.80008
H -0.39655 2.71650 1.04282
H -2.70555 1.83162 2.70065
H -3.22723 3.02675 1.56819
H -4.66033 2.50034 -0.09416
H -4.99306 3.86505 -2.06404
H -1.27337 3.13556 -3.42631
H -0.75167 1.69199 -1.50993
H -4.36414 0.41467 0.85221
H -3.75363 -2.10467 0.44169
H -2.21685 -1.55572 -0.30477
H -3.10085 -0.69715 -2.60164
C 2.40046 -4.76944 1.15212
Br 4.01564 -4.21411 2.03757
Br 1.94979 -6.60069 1.57005
Br 0.94968 -3.57766 1.58444
H 2.57793 -4.72215 0.08551
C -2.12045 5.09111 -6.17448
Br -2.70712 4.57566 -7.93539
Br -0.75562 3.90457 -5.50293
Br -1.55360 6.93114 -6.11389
H -2.97115 4.99615 -5.51234
C -2.32145 -5.72725 1.56791
Br -2.74754 -3.83886 1.72894
Br -2.76982 -6.67580 3.18609
Br -3.11687 -6.58094 0.03730
H -1.24627 -5.79032 1.45197
C -0.76357 9.50840 -0.59730
Br 0.44370 9.24386 0.88367
Br -1.34349 7.83362 -1.35452
Br -2.25611 10.62648 -0.11111
H -0.21258 10.03065 -1.36596
C -1.65853 -7.94817 -3.54698
Br -0.77686 -8.96636 -4.92397
Br -3.19931 -8.87102 -2.84514
Br -0.43260 -7.43848 -2.14326
H -2.01556 -7.04457 -4.00298
C -2.08927 -2.02018 -5.11280
Br -2.65269 -2.68289 -6.82964
Br -0.62776 -3.03088 -4.37696
Br -1.61588 -0.16328 -5.17005
H -2.92888 -2.12443 -4.43595
C 4.43558 -6.40192 -2.83041
Br 2.55964 -6.77107 -2.61349
Br 4.75132 -5.40633 -4.45005
Br 5.16649 -5.53819 -1.26250
H 4.96246 -7.34061 -2.92784
C -0.17334 -4.99580 6.51209
Br 0.28114 -6.09809 8.02835
Br -1.06514 -3.38095 7.05947
Br 1.37162 -4.65113 5.40287
H -0.87408 -5.55766 5.91426
C 6.55771 -6.05128 5.08886
Br 5.95819 -7.22759 3.68668
Br 7.65826 -4.62579 4.39813
Br 5.08024 -5.37554 6.12665
H 7.17490 -6.63650 5.75496
```

HOMO-LUMO gap (eV): 9.832
Total charge: 0
LUMO (eV): -0.27



C30H42Br2CrN2P2 | the ωB97M-V functional and the def2-TZVPD basis

XYZ file:
```
79
C30H42Br2CrN2P2 (the ωB97M-V functional and the def2-TZVPD basis)
C -1.27532 5.08796 -2.28045
C -1.54417 3.87639 -2.96924
C -1.71960 3.96462 -4.35953
C -1.25510 5.12317 -5.01713
N -0.80226 6.19305 -4.35495
C -0.85251 6.19839 -3.02510
C -1.39392 2.61386 -2.27476
C -0.52635 2.26886 -1.32928
C 0.26313 1.82001 -0.28892
C 1.35915 2.43175 0.41524
C 2.08804 1.73331 1.32817
C 1.69892 0.36709 1.85480
C 0.49153 -0.18785 1.16063
C -0.07571 0.47882 0.11774
Cr -1.85098 0.83121 -1.68486
P 3.03032 -0.87106 1.43174
H -2.07186 3.11751 -4.94946
H -1.25108 5.15411 -1.19456
H -1.23132 5.18265 -6.10728
H -0.52649 7.11640 -2.52326
H -0.71042 -0.20707 -0.58437
H 1.70371 3.43383 0.14832
H 0.05692 -1.11310 1.54145
H 2.98062 2.15619 1.80523
C 2.65824 -2.40322 2.32272
C 3.25455 -3.68404 1.74395
H 1.56676 -2.49518 2.36824
H 3.01248 -2.25274 3.35182
H 2.95729 -4.53309 2.36096
H 2.90083 -3.90206 0.72963
H 4.34710 -3.65964 1.74219
C 3.14751 -1.08123 -0.35711
C 3.51526 0.15464 -1.16555
H 2.18572 -1.47236 -0.71807
H 3.89853 -1.86606 -0.52605
H 3.71048 -0.15403 -2.19888
H 2.70718 0.89112 -1.19099
H 4.41626 0.63956 -0.78195
C 4.52068 -0.15739 2.12919
C 5.69802 -1.11521 2.08191
H 4.26559 0.13099 3.15874
H 4.76010 0.75785 1.57479
H 6.59661 -0.59336 2.41918
H 5.56123 -1.97239 2.74307
H 5.88951 -1.47371 1.06543
Br 1.40003 0.44469 3.77604
P -2.40479 -2.32012 -1.38334
C -0.68305 -3.00786 -1.28065
C -0.60876 -4.53805 -1.35173
H -0.21067 -2.67993 -0.33753
H -0.12028 -2.57608 -2.12347
H 0.44515 -4.84167 -1.39816
H -1.04901 -5.01148 -0.46730
H -1.11328 -4.93561 -2.23908
C -2.73582 -1.90077 0.38351
C -3.64255 -2.94256 1.02885
H -3.13597 -0.88011 0.46407
H -1.75542 -1.90449 0.87693
H -3.70603 -2.77458 2.10983
H -4.65272 -2.90578 0.60961
H -3.26126 -3.95057 0.84702
C -2.43647 -0.94754 -2.52977
C -3.03401 -1.28447 -3.89673
H -1.32464 -0.55633 -2.64725
H -3.14749 -0.11774 -2.03046
H -3.30706 -0.35826 -4.40239
H -2.30317 -1.82326 -4.50163
H -3.93806 -1.88876 -3.81055
Br -2.94009 -0.64011 5.34468
C -2.83401 0.67029 3.97754
C -3.20113 2.00122 4.18010
C -3.17995 2.86875 3.07071
C -2.79277 2.35780 1.81948
N -2.41446 1.09481 1.64407
C -2.35232 0.28993 2.71205
H -3.49672 2.31918 5.17244
H -3.45769 3.91100 3.14805
H -2.80776 3.01358 0.94916
H -1.95290 -0.71372 2.57254
```

<S²>: 6.23
HOMO-LUMO gap (spin up / spin down) (eV): 6.409 / 5.787
2S+1: 5
Total charge: +2
LUMO (spin up / spin down) (eV): -6.73 / -7.72
Relative energy (zero: lowest compared OMol25 entry of this formula, charge and spin) (eV): 3.6820



C30H42BrClN2P2Re | the ωB97M-V functional and the def2-TZVPD basis

XYZ file:
```
79
C30H42BrClN2P2Re (the ωB97M-V functional and the def2-TZVPD basis)
C 3.03863 -3.35620 1.63629
C 3.01893 -2.29934 0.64500
C 3.77684 -2.55030 -0.54404
C 4.65652 -3.63165 -0.58921
N 4.76654 -4.50537 0.41202
C 3.98233 -4.38248 1.48777
C 2.45754 -1.04333 0.70123
C 1.78500 0.07212 0.62010
C 1.89136 1.28794 1.48021
C 0.81377 2.25841 1.55661
C 0.58432 3.04731 2.67432
C 1.85514 3.45034 2.95940
C 3.04834 2.75890 2.94999
C 3.07289 1.56655 2.21308
Re -0.17277 0.75566 1.04156
P -0.74806 -1.41645 -0.11696
H 3.75236 -1.84533 -1.37824
H 2.43005 -3.32716 2.54351
H 5.30963 -3.76380 -1.45807
H 4.14357 -5.13362 2.27579
H 3.95170 0.90814 2.13394
H -1.13433 2.00648 0.53982
H 3.91139 3.16971 3.45548
H -0.35782 3.53691 2.91202
C -2.49601 -1.60916 -0.80299
C -2.74488 -2.72462 -1.81918
H -2.74770 -0.63160 -1.24288
H -3.14140 -1.73060 0.08207
H -3.79521 -2.65559 -2.13777
H -2.12317 -2.62347 -2.72192
H -2.59994 -3.72582 -1.38354
C 0.29493 -1.95887 -1.59018
C 0.67696 -3.43488 -1.69060
H 1.18878 -1.31954 -1.51636
H -0.23916 -1.65350 -2.50326
H 1.34339 -3.53893 -2.56014
H 1.23788 -3.78163 -0.80911
H -0.19872 -4.08232 -1.86772
C -0.61880 -2.74514 1.17408
C -1.41105 -4.04035 0.98667
H -0.95338 -2.24445 2.09667
H 0.45980 -2.93380 1.29520
H -1.23242 -4.66700 1.87047
H -2.49421 -3.86584 0.93396
H -1.09270 -4.62771 0.11335
Br 1.81017 5.43893 2.60062
P -0.19753 1.76741 -1.30296
C -0.71431 0.85107 -2.82203
C -1.32113 1.67181 -3.94644
H -1.43674 0.08962 -2.49309
H 0.18119 0.32114 -3.17741
H -1.57240 0.98080 -4.75966
H -2.24429 2.17729 -3.64568
H -0.61742 2.41295 -4.34018
C -1.46241 3.12224 -1.21584
C -0.99427 4.45688 -1.73250
H -1.75824 3.27038 -0.16886
H -2.36106 2.74663 -1.71778
H -1.72732 5.21309 -1.43118
H -0.02472 4.75472 -1.31834
H -0.92771 4.46611 -2.82312
C 1.47362 2.41286 -1.71362
C 1.72051 2.87979 -3.14319
H 2.16795 1.59759 -1.46431
H 1.67694 3.21480 -0.98947
H 2.74792 3.26017 -3.19902
H 1.63289 2.06716 -3.87279
H 1.05248 3.69402 -3.44541
Cl -2.52152 1.34070 6.13274
C -2.79302 1.06210 4.46164
C -4.07855 1.13702 3.90821
C -4.23253 0.91897 2.53650
C -3.10525 0.68330 1.76194
N -1.87888 0.60570 2.32133
C -1.69178 0.77991 3.65325
H -4.92282 1.37008 4.54707
H -5.20076 0.93035 2.03667
H -3.15139 0.59447 0.67272
H -0.67443 0.74129 4.03177
```

<S²>: 3.80
HOMO-LUMO gap (spin up / spin down) (eV): 5.865 / 4.779
2S+1: 4
Total charge: +4
LUMO (spin up / spin down) (eV): -14.18 / -15.38
Relative energy (zero: lowest compared OMol25 entry of this formula, charge and spin) (eV): 0.0000



C30H42N4OP2Zn | the ωB97M-V functional and the def2-TZVPD basis

XYZ file:
```
80
C30H42N4OP2Zn (the ωB97M-V functional and the def2-TZVPD basis)
Zn 1.20845 3.43639 -1.05630
C -5.20180 1.42366 0.87164
C -4.22366 1.12687 1.77954
C -3.00296 0.24476 1.55227
C -2.39418 0.37710 0.13914
C -2.77223 -0.77713 -0.79178
C -4.00592 -1.27399 -0.94461
C -5.20831 -0.99947 -0.05294
C -5.85966 0.45573 -0.08845
C 0.93913 3.75000 -3.03189
H -5.72478 2.39584 0.95011
H -4.29938 1.55485 2.78527
H -3.21709 -0.82529 1.78471
H -2.28533 0.53464 2.34367
H -2.69781 1.32940 -0.33369
H -1.30088 0.45351 0.26204
H -1.99929 -0.98018 -1.53531
H -4.20752 -1.86774 -1.85819
H -5.00138 -1.14567 1.03039
H -6.01152 -1.72518 -0.28087
H -5.94210 0.81656 -1.13733
H -6.91967 0.33499 0.25170
H 0.32625 4.67782 -3.11808
H 0.29357 2.96931 -3.46285
H 1.84999 3.86810 -3.62878
P 1.70797 -0.88326 -1.71624
P 1.88743 -0.06716 2.10452
N 0.74826 -2.22156 -2.37816
N 3.28779 -1.48206 -2.44091
N 0.87819 -1.60714 2.66727
N 2.90990 -0.08790 3.51370
C 1.96123 -1.75312 -0.10114
C 2.89878 -1.02563 0.87425
C -0.01271 -2.10114 -3.57006
C -0.38146 -3.35929 -4.01370
C 0.16430 -4.31874 -3.11113
C 0.85594 -3.60053 -2.12136
C 4.09579 -0.68514 -3.26122
C 5.32542 -1.31208 -3.45273
C 5.27338 -2.55134 -2.73578
C 4.01187 -2.64311 -2.15464
C -0.48956 -1.63063 2.35413
C -1.08651 -2.83181 2.73510
C -0.02453 -3.66441 3.22093
C 1.15950 -2.91404 3.08614
C 3.02576 -0.94944 4.61950
C 4.08339 -0.51513 5.42076
C 4.62296 0.66739 4.81214
C 3.90000 0.91046 3.65033
H 2.31736 -2.79640 -0.18728
H 0.95950 -1.87094 0.33684
H 3.56129 -1.75866 1.39324
H 3.55540 -0.33521 0.32223
H -0.16991 -1.11711 -4.00404
H -1.02584 -3.57714 -4.89488
H 0.08534 -5.41225 -3.14369
H 1.42970 -4.00407 -1.30376
H 3.71479 0.24867 -3.65089
H 6.15840 -0.93288 -4.03603
H 6.06675 -3.28362 -2.66420
H 3.58904 -3.45122 -1.56189
H -0.93270 -0.77091 1.87660
H -2.15733 -3.07031 2.66730
H -0.13200 -4.66833 3.62547
H 2.17731 -3.22325 3.35022
H 2.34568 -1.76194 4.77800
H 4.44900 -1.00025 6.31243
H 5.45627 1.24583 5.17410
H 3.95772 1.70537 2.92954
C -1.60601 6.16743 0.33798
C -1.39810 4.93505 -0.52990
C -1.89117 5.26350 -1.93817
O -0.23806 4.22001 -0.24271
H -1.79001 7.06473 -0.25803
H -0.75320 6.35775 0.99528
H -2.51699 6.02796 0.93407
H -2.12856 4.19439 -0.17794
H -2.16918 6.32543 -2.03027
H -1.21736 5.03341 -2.76840
H -2.84219 4.71693 -2.07232
```

HOMO-LUMO gap (eV): 7.073
Total charge: 0
LUMO (eV): -1.30
Relative energy (zero: lowest compared OMol25 entry of this formula, charge and spin) (eV): 3.5053



C30H43CeCl5P2 | the ωB97M-V functional and the def2-TZVPD basis

XYZ file:
```
81
C30H43CeCl5P2 (the ωB97M-V functional and the def2-TZVPD basis)
Ce 0.21884 -0.88610 -0.00993
C 2.86456 -0.96019 1.29952
C 2.04392 -0.34560 2.29392
C 1.53184 -2.58064 2.26584
C 2.54669 -2.36205 1.29490
C 1.20531 -1.35333 2.86033
C 3.94530 -0.31842 0.49628
H 4.03622 0.74351 0.74067
H 3.76748 -0.41526 -0.59046
H 4.90976 -0.82263 0.71540
C 3.35938 -3.38416 0.60670
H 4.26815 -2.95237 0.20262
H 2.84039 -3.84176 -0.24260
H 3.62926 -4.19953 1.30037
C 1.05766 -3.90943 2.74585
H 1.91041 -4.59870 2.86455
H 0.32448 -4.37654 2.07641
H 0.55092 -3.78689 3.71209
C 0.25662 -1.14934 3.99189
H 0.58637 -1.74277 4.85502
H -0.76870 -1.47107 3.75443
H 0.20588 -0.09312 4.29296
C 2.13421 1.04731 2.79334
H 2.55479 1.07818 3.80951
H 1.14183 1.51680 2.85503
H 2.76833 1.67032 2.16607
C -0.77520 2.77396 -2.95744
C 0.32270 3.41184 -2.48462
C 0.21009 4.84613 -2.01604
C -0.84626 5.07061 -0.90846
C -1.30406 3.86335 -0.13472
C -2.41580 3.17220 -0.47901
C -3.05494 3.12622 -1.83155
C -2.10304 3.43778 -3.00093
H -0.01618 5.54635 -2.83308
H -1.67398 5.68808 -1.31501
H 1.20345 5.16786 -1.67383
H -2.00325 4.52516 -3.13507
H -0.66655 1.81329 -3.46906
H 1.33124 3.20941 -2.87464
H -2.60772 3.12732 -3.92798
H -3.51372 2.14259 -1.99898
H -3.00049 2.70157 0.32065
H -3.87357 3.86131 -1.89052
H -0.40304 5.76959 -0.19532
H -0.92094 3.77177 0.88890
P 1.02639 1.42517 -1.06132
P -1.99053 -0.03036 1.63989
C -0.91693 0.86882 -1.13995
C -2.09602 0.25698 -0.24909
H -1.16639 0.68069 -2.18914
H -1.11385 1.93337 -1.02011
H -2.93382 0.98076 -0.25540
H -2.52974 -0.60998 -0.78611
C -3.34836 -1.16822 1.98062
H -3.10448 -1.69111 2.91365
H -3.43004 -1.94481 1.20605
H -4.31526 -0.66341 2.09281
C -2.23251 1.53608 2.49132
H -3.22271 1.99198 2.32980
H -1.44540 2.26958 2.21727
H -2.11153 1.32202 3.57538
C 1.76927 0.80716 -2.62482
H 2.86456 0.76439 -2.44213
H 1.60245 1.43312 -3.52028
H 1.43897 -0.23106 -2.88214
C 1.56003 2.80476 -0.02168
H 1.28016 2.60731 1.02986
H 1.15332 3.79091 -0.24953
H 2.66547 2.86881 -0.07693
Cl 1.53951 -6.22760 0.44038
C 0.37248 -5.62918 -0.67602
C 0.17887 -4.28370 -0.90308
C -0.62221 -3.86276 -1.92809
Cl -0.59443 -2.15809 -2.45485
C -1.44428 -4.78045 -2.65116
Cl -2.60851 -4.23888 -3.79552
C -1.30630 -6.16633 -2.39627
Cl -2.19674 -7.32923 -3.27911
C -0.36988 -6.59559 -1.41448
Cl -0.13021 -8.26380 -1.13380
```

<S²>: 0.75
HOMO-LUMO gap (spin up / spin down) (eV): 5.952 / 5.978
2S+1: 2
Total charge: +1
LUMO (spin up / spin down) (eV): -3.50 / -3.48
Relative energy (zero: lowest compared OMol25 entry of this formula, charge and spin) (eV): 7.1473